59
Properties=species:S:1:pos:R:3:forces:R:3:nbo_charge:R:1 method="wB97M-V/def2-TZVPD" homo_ev=-9.207 de_lowest_kcal_mol=64.26 e_tot_ev=-43750.193 max_force_ha_per_bohr=0.037 lumo_energy_ha=0.0043
C 0.40202 -1.64152 -0.91023 -1.0 1.0 0.7 -0.43
C 0.27582 -2.39153 -2.23039 1.3 0.5 0.8 -0.55
S -1.28984 -2.32145 -3.08568 -0.4 0.4 -0.2 -0.03
C 1.76442 -1.85954 -0.24136 -0.4 -1.2 -0.8 -0.24
N 1.67506 -2.13107 1.21469 1.2 0.7 -1.3 -0.47
C 3.00611 -1.81785 1.79855 -0.2 0.3 0.0 -0.22
C 2.93580 -1.35646 3.23964 0.8 -0.8 0.3 -0.62
C 1.37637 -3.54835 1.41669 -0.6 0.5 1.6 -0.43
H -0.46360 -1.80385 -0.26409 0.3 -1.1 0.1 0.22
H 0.24964 -0.54768 -0.94590 0.3 0.0 -1.0 0.20
H 1.10283 -1.96302 -2.80174 -0.3 -0.4 -0.7 0.23
H 0.54465 -3.42838 -2.02403 -0.2 -0.1 -0.1 0.21
H -1.95350 -1.56498 -2.19186 0.1 -0.1 0.0 0.13
H 2.23644 -2.71858 -0.75424 -0.1 -0.2 0.2 0.17
H 2.45924 -1.07860 -0.55692 -0.2 0.5 0.7 0.21
H 3.66478 -2.68524 1.68740 0.1 -0.1 0.1 0.18
H 3.48962 -1.03730 1.20713 -0.1 0.1 -0.1 0.18
H 2.65805 -2.20328 3.87342 -0.5 0.3 0.1 0.20
H 3.95060 -1.13317 3.58485 0.0 0.2 -0.1 0.21
H 2.32491 -0.47175 3.38870 -0.3 -0.1 -0.1 0.23
H 1.66186 -3.75715 2.44965 0.3 -0.3 -0.1 0.20
H 0.30224 -3.70078 1.47313 -0.2 -0.2 -0.7 0.21
H 1.87869 -4.24166 0.73993 0.0 0.1 -0.1 0.18
H 0.24241 2.70853 -2.13799 0.1 -0.2 0.0 0.48
H -0.39479 1.46579 -2.84194 0.1 0.0 0.2 0.47
O -0.15364 2.38985 -2.95872 -0.1 0.2 -0.1 -0.95
H -1.33613 2.58809 1.80443 -0.3 0.6 0.3 0.50
H -0.70077 3.19967 3.15814 -0.7 0.2 -0.2 0.48
O -0.56344 2.66801 2.37505 0.9 -0.6 -0.4 -0.98
H 1.24303 3.47042 0.18850 0.0 0.1 0.1 0.50
H 2.17799 4.64608 -0.18765 -0.1 0.1 0.1 0.48
O 1.32298 4.25187 -0.38385 -0.2 -0.3 0.0 -0.98
H 2.85538 2.31043 -1.93963 0.2 0.3 0.3 0.49
H 3.00692 2.31771 -0.36959 0.0 0.3 -0.1 0.48
O 2.78110 1.78877 -1.13446 0.0 -0.8 -0.5 -0.96
H -1.64934 1.05618 4.58360 -0.1 -0.1 0.1 0.47
H -1.75346 0.89451 3.10007 0.0 -0.1 0.0 0.50
O -2.29004 0.82198 3.90374 0.1 -0.1 0.0 -0.97
H -1.63301 1.77042 -0.74995 0.4 -0.1 0.3 0.48
H -1.87748 0.59124 0.32133 0.7 0.0 -0.1 0.51
O -2.26832 1.31630 -0.19314 -0.7 0.3 -0.3 -1.00
H 1.77326 -0.17369 -4.60971 0.1 0.0 0.0 0.47
H 2.03109 0.03183 -3.12484 0.2 0.1 -0.1 0.47
O 2.45354 -0.28352 -3.93586 -0.2 0.1 0.2 -0.94
H -0.78300 4.49395 -0.42035 0.0 0.0 -0.3 0.49
H -2.07619 3.92133 -1.12347 0.3 0.3 -0.1 0.47
O -1.69144 4.19779 -0.28699 -0.1 -0.1 0.4 -0.97
H -1.67971 -0.99799 1.80612 -0.2 0.2 -0.3 0.52
H -0.17745 -0.93370 1.36379 0.0 -0.1 0.5 0.50
O -0.96773 -0.38734 1.52412 0.4 -0.2 0.1 -1.03
H -3.46735 -1.26749 2.77714 -0.4 0.3 -0.1 0.49
H -4.08906 -0.96222 1.34691 0.1 0.1 0.0 0.52
O -3.40309 -1.44189 1.83105 0.3 -0.5 0.3 -0.98
H 0.70041 0.71656 1.14732 -0.1 0.0 0.2 0.49
H 2.23929 0.53745 0.94444 -0.3 -0.2 -0.2 0.46
O 1.55491 1.13867 1.24744 0.5 0.7 0.2 -0.96
H -3.63917 0.40935 -0.90784 -0.3 -0.4 0.7 0.50
H -4.92870 -0.33023 -1.30865 -0.1 -0.2 0.2 0.47
O -4.27618 -0.27923 -0.60091 0.0 0.3 -0.8 -0.99